1.
Below is a structure of composition C4H8F2N3, with properties calculated with ωB97M-V with the def2-TZVPD basis set.

E_HOMO = -15.17 eV
net charge = +1
DFT total energy = -520.80804 Ha
2S+1 = 1
energy above the lowest of the compared OMol25 structures with the same formula, charge and spin = 405.5 kJ/mol

Cartesian coordinates (Å):
C  -1.25  1.19  -0.01
C  -2.45  1.05  -0.86
C  0.96  -2.24  0.41
C  2.39  0.71  0.34
N  -0.59  -0.58  0.17
N  1.60  -0.09  -0.22
N  0.59  -0.85  0.16
F  -1.44  1.50  1.25
F  3.31  1.27  -0.38
H  -2.20  0.58  -1.81
H  -3.22  0.48  -0.35
H  -2.83  2.05  -1.07
H  0.53  -2.88  -0.37
H  0.53  -2.54  1.36
H  2.04  -2.36  0.42
H  2.42  1.00  1.39
H  -0.39  1.72  -0.42

2.
Below is the molecule C6H10N2, with properties calculated with ωB97M-V with the def2-TZVPD basis set.

SMILES string = CN1CC(C)(C#N)C1
E_HOMO = -8.80 eV
DFT total energy = -344.02640 Ha
2S+1 = 1
energy above the lowest of the compared OMol25 structures with the same formula, charge and spin = 289.6 kJ/mol

Cartesian coordinates (Å):
C  2.30  0.71  -0.08
C  0.13  0.18  -1.04
C  0.08  0.04  1.14
C  1.20  -0.19  -0.05
C  1.66  -1.65  0.15
C  -1.72  1.36  -0.07
N  3.09  1.52  -0.07
N  -0.83  0.24  0.04
H  0.13  1.18  -1.64
H  -0.02  -0.69  -1.86
H  -0.05  -0.83  1.64
H  0.40  0.90  1.78
H  0.90  -2.22  -0.16
H  2.08  -1.91  1.10
H  2.39  -1.76  -0.65
H  -2.68  1.32  0.62
H  -1.30  2.28  0.19
H  -2.15  1.27  -1.04

3.
Below is a cluster of 14 separate species, C3H33O14 in total, with properties calculated with ωB97M-V with the def2-TZVPD basis set.

E_HOMO = -5.63 eV
net charge = -1
DFT total energy = -1187.52383 Ha
2S+1 = 1
energy above the lowest of the compared OMol25 structures with the same formula, charge and spin = 3.8 kJ/mol

Cartesian coordinates (Å):
C  13.81  19.56  -10.31
C  12.44  19.74  -9.57
C  11.70  20.87  -10.28
O  11.85  18.48  -9.68
H  14.39  18.65  -10.01
H  14.48  20.30  -10.16
H  13.50  19.37  -11.35
H  12.56  19.89  -8.48
H  10.67  20.76  -9.94
H  11.70  20.73  -11.40
H  12.04  21.86  -10.00
O  10.65  18.71  -13.13
H  10.64  19.40  -12.48
H  11.32  18.05  -12.80
O  16.62  17.75  -10.12
H  16.04  18.40  -10.56
H  16.22  16.94  -10.44
O  11.01  17.63  -7.43
H  11.48  18.00  -8.19
H  10.19  17.29  -7.75
O  9.30  18.66  -10.74
H  10.22  18.79  -10.41
H  9.35  18.06  -11.52
O  8.48  21.85  -8.71
H  7.54  22.01  -8.77
H  8.80  22.06  -9.59
O  12.02  16.73  -11.50
H  12.04  15.91  -11.04
H  12.04  17.47  -10.85
O  15.56  15.55  -10.92
H  16.00  14.78  -10.56
H  14.80  15.79  -10.32
O  14.52  17.98  -7.16
H  14.16  18.81  -6.91
H  14.57  17.43  -6.39
O  13.91  16.88  -13.35
H  13.74  16.80  -12.42
H  14.50  16.14  -13.52
O  12.49  19.15  -5.60
H  12.56  18.95  -4.68
H  11.95  18.47  -6.02
O  13.57  16.29  -8.90
H  12.77  16.71  -9.16
H  14.01  17.02  -8.50
O  8.80  21.39  -11.47
H  7.89  21.36  -11.80
H  9.04  20.51  -11.29
O  12.25  21.97  -6.08
H  12.35  21.00  -6.03
H  12.99  22.32  -6.50

4.
Below is the molecule C3H8, with properties calculated with ωB97M-V with the def2-TZVPD basis set.

SMILES string = CCC
E_HOMO = -11.41 eV
DFT total energy = -119.09189 Ha
2S+1 = 1
energy above the lowest of the compared OMol25 structures with the same formula, charge and spin = 9.4 kJ/mol

Cartesian coordinates (Å):
C  0.50  0.26  -1.15
C  0.50  -0.28  0.27
C  -0.87  -0.02  0.95
H  0.27  1.35  -1.23
H  1.46  0.07  -1.68
H  -0.31  -0.30  -1.64
H  0.72  -1.34  0.20
H  1.28  0.14  0.94
H  -0.92  -0.49  1.93
H  -1.63  -0.42  0.30
H  -1.00  1.04  1.10

5.
Below is a cluster of 2 separate species, C6H5ClF2O2S in total, with properties calculated with ωB97M-V with the def2-TZVPD basis set.

E_HOMO = -10.33 eV
DFT total energy = -1440.13848 Ha
2S+1 = 1
energy above the lowest of the compared OMol25 structures with the same formula, charge and spin = 34.7 kJ/mol

Cartesian coordinates (Å):
C  0.31  0.93  0.05
C  1.23  -0.10  0.66
C  -0.63  0.73  -0.84
C  0.87  -1.43  0.26
C  -0.77  -0.73  -1.41
C  -0.08  -1.76  -0.60
O  0.84  2.28  -2.51
O  3.16  1.70  -3.31
F  -0.21  -0.70  -2.65
F  -0.47  -3.03  -0.80
S  1.88  1.28  -2.71
Cl  2.95  0.38  0.09
H  0.29  1.83  0.53
H  1.18  0.24  1.66
H  -1.21  1.54  -1.10
H  1.26  -2.22  0.90
H  -1.86  -0.75  -1.49

6.
Below is a structure of composition C47H65BBr2N4O12, with properties calculated with ωB97M-V with the def2-TZVPD basis set.

E_HOMO = -8.78 eV
DFT total energy = -8124.50606 Ha
2S+1 = 1

Cartesian coordinates (Å):
C  -4.40  1.86  1.23
C  -5.91  1.96  0.88
C  -6.54  0.57  0.60
C  -6.84  0.27  -0.88
C  -5.72  0.58  -1.89
C  -5.01  -0.66  -2.50
C  -3.78  -1.12  -1.70
C  -4.13  -1.83  -0.36
C  -3.17  -2.96  -0.02
C  -1.67  -2.56  -0.06
C  -1.36  -1.24  0.68
C  -0.31  -1.34  1.80
C  1.03  -1.99  1.42
C  1.61  -1.61  0.05
C  2.57  -2.72  -0.48
C  1.80  -3.83  -1.21
O  1.28  -3.42  -2.47
O  2.39  -2.95  -3.26
O  3.30  -3.28  0.63
C  4.66  -3.36  0.45
Br  5.25  -4.40  -1.10
Br  5.37  -4.20  2.07
N  2.35  -0.32  0.01
C  2.16  0.56  1.19
C  3.01  1.85  1.08
C  2.38  3.09  0.40
C  0.89  3.34  0.67
N  0.24  3.86  -0.56
C  -1.16  3.66  -0.57
N  -1.81  2.98  -1.43
N  -1.86  4.34  0.51
B  1.98  0.38  -1.26
C  2.99  0.58  -2.46
O  0.71  0.92  -1.44
H  -4.24  1.14  2.06
H  -3.82  1.49  0.37
H  -3.99  2.84  1.50
H  -6.00  2.62  0.00
H  -6.43  2.47  1.70
H  -7.49  0.48  1.16
H  -5.88  -0.20  1.04
H  -7.78  0.77  -1.16
H  -7.06  -0.81  -0.95
H  -6.18  1.13  -2.73
H  -4.95  1.25  -1.48
H  -5.73  -1.49  -2.60
H  -4.67  -0.39  -3.51
H  -3.19  -0.21  -1.47
H  -3.16  -1.76  -2.34
H  -5.16  -2.23  -0.40
H  -4.10  -1.07  0.44
H  -3.30  -3.77  -0.77
H  -3.38  -3.39  0.97
H  -1.13  -3.38  0.44
H  -1.36  -2.49  -1.11
H  -2.27  -0.79  1.12
H  -1.00  -0.49  -0.06
H  -0.76  -1.94  2.62
H  -0.17  -0.33  2.23
H  0.89  -3.09  1.41
H  1.75  -1.82  2.23
H  0.78  -1.60  -0.69
H  3.28  -2.21  -1.14
H  0.91  -4.10  -0.62
H  2.41  -4.75  -1.32
H  1.92  -2.60  -4.02
H  5.12  -2.36  0.41
H  1.09  0.77  1.37
H  2.50  0.02  2.08
H  3.91  1.58  0.51
H  3.38  2.12  2.09
H  2.56  3.04  -0.68
H  2.93  3.98  0.74
H  0.74  4.11  1.45
H  0.34  2.45  1.00
H  0.63  3.41  -1.38
H  -1.19  2.58  -2.13
H  -2.76  4.60  0.10
H  -2.10  3.64  1.21
H  3.12  1.66  -2.63
H  2.58  0.16  -3.39
H  3.97  0.15  -2.22
H  0.18  0.91  -0.63
C  0.10  3.31  -6.86
C  0.21  3.43  -5.54
C  1.48  3.10  -4.84
O  1.59  3.21  -3.64
C  2.62  2.63  -5.67
C  2.51  2.51  -6.99
C  1.24  2.85  -7.69
O  1.15  2.74  -8.89
H  -0.81  3.55  -7.39
H  -0.61  3.77  -4.92
H  3.53  2.40  -5.13
H  3.33  2.18  -7.61
C  7.09  -6.35  5.12
C  7.28  -5.05  5.28
C  7.64  -4.48  6.60
O  7.81  -3.29  6.75
C  7.79  -5.42  7.74
C  7.60  -6.73  7.58
C  7.24  -7.30  6.25
O  7.07  -8.49  6.11
H  6.82  -6.79  4.16
H  7.18  -4.34  4.47
H  8.06  -4.99  8.69
H  7.70  -7.44  8.39
C  2.12  7.82  -2.34
C  1.04  7.04  -2.44
C  0.51  6.66  -3.77
O  -0.47  5.94  -3.88
C  1.21  7.17  -4.97
C  2.28  7.96  -4.87
C  2.82  8.34  -3.54
O  3.79  9.05  -3.44
H  2.53  8.12  -1.38
H  0.52  6.65  -1.58
H  0.80  6.88  -5.93
H  2.81  8.35  -5.73
C  -5.28  -2.77  4.33
C  -5.90  -3.59  5.18
C  -5.13  -4.56  6.01
O  -5.69  -5.30  6.78
C  -3.66  -4.58  5.85
C  -3.04  -3.76  5.00
C  -3.81  -2.79  4.17
O  -3.25  -2.05  3.40
H  -5.82  -2.06  3.72
H  -6.97  -3.59  5.31
H  -3.12  -5.30  6.46
H  -1.97  -3.76  4.86

7.
Below is a structure of composition C42H35AuBrNP2, with properties calculated with ωB97M-V with the def2-TZVPD basis set.

<S²> = 2.03
E_HOMO (alpha / beta) = -12.81 / -13.10 eV
net charge = +2
DFT total energy = -5068.09779 Ha
2S+1 = 3
energy above the lowest of the compared OMol25 structures with the same formula, charge and spin = 0.0 kJ/mol

Cartesian coordinates (Å):
Au  0.74  -0.60  0.11
C  -1.06  2.48  0.48
N  -1.95  1.65  -0.30
C  -1.53  1.51  -1.67
P  -0.43  0.04  -1.87
C  -1.51  -1.34  -2.24
C  -2.66  -1.54  -1.47
C  -3.46  -2.64  -1.70
C  -3.12  -3.55  -2.70
C  -1.98  -3.36  -3.47
C  -1.17  -2.25  -3.24
C  0.66  0.34  -3.26
C  0.13  0.81  -4.47
C  0.97  1.06  -5.54
C  2.34  0.83  -5.41
C  2.87  0.36  -4.22
C  2.03  0.12  -3.14
C  -3.36  1.84  -0.05
C  -3.87  1.34  1.15
C  -5.21  1.51  1.45
C  -6.05  2.16  0.56
C  -5.54  2.65  -0.63
C  -4.19  2.50  -0.93
P  0.41  1.54  1.09
C  0.18  1.35  2.87
C  -0.02  2.50  3.65
C  -0.23  2.37  5.01
C  -0.23  1.11  5.60
C  -0.03  -0.02  4.83
C  0.17  0.10  3.46
C  1.86  2.56  0.79
C  2.10  3.00  -0.51
C  3.23  3.74  -0.80
C  4.14  4.04  0.21
C  3.91  3.60  1.50
C  2.78  2.86  1.80
H  -1.58  2.84  1.37
H  -0.72  3.36  -0.08
H  -0.98  2.39  -2.04
H  -2.38  1.35  -2.33
H  -2.92  -0.84  -0.69
H  -4.35  -2.79  -1.11
H  -3.75  -4.41  -2.88
H  -1.73  -4.06  -4.25
H  -0.29  -2.10  -3.85
H  -0.93  0.97  -4.58
H  0.57  1.42  -6.47
H  2.99  1.02  -6.25
H  3.93  0.19  -4.13
H  2.45  -0.24  -2.20
H  -3.21  0.81  1.83
H  -5.60  1.12  2.39
H  -7.09  2.28  0.79
H  -6.19  3.16  -1.33
H  -3.80  2.92  -1.85
H  -0.02  3.48  3.20
H  -0.38  3.26  5.61
H  -0.40  1.02  6.66
H  -0.05  -1.00  5.29
H  0.32  -0.79  2.86
H  1.40  2.76  -1.31
H  3.41  4.08  -1.81
H  5.02  4.62  -0.02
H  4.62  3.83  2.28
H  2.61  2.52  2.81
Br  3.57  -0.61  1.26
C  3.22  -2.39  1.76
C  4.14  -2.92  2.68
C  4.06  -4.25  3.06
C  3.07  -5.06  2.51
C  2.14  -4.54  1.60
C  1.17  -5.40  1.06
C  0.24  -4.93  0.14
C  0.26  -3.59  -0.21
C  1.17  -2.65  0.33
C  2.17  -3.16  1.21
H  4.92  -2.29  3.07
H  4.77  -4.65  3.76
H  3.01  -6.10  2.79
H  1.16  -6.45  1.35
H  -0.49  -5.60  -0.28
H  -0.47  -3.23  -0.92

8.
Below is the molecule C5H7NO, with properties calculated with ωB97M-V with the def2-TZVPD basis set.

E_HOMO = -8.90 eV
DFT total energy = -324.58606 Ha
2S+1 = 1
energy above the lowest of the compared OMol25 structures with the same formula, charge and spin = 363.4 kJ/mol

Cartesian coordinates (Å):
N  1.57  -1.93  0.01
C  1.10  -0.77  -0.24
O  1.71  0.21  -0.88
C  0.18  1.58  -0.91
C  -0.89  0.80  -0.34
C  -1.20  -0.44  -1.05
C  -0.30  -0.72  0.09
H  2.43  -1.91  -0.55
H  0.19  1.93  -1.94
H  0.40  2.43  -0.27
H  -1.57  1.29  0.35
H  -0.78  -0.55  -2.05
H  -2.21  -0.79  -0.95
H  -0.63  -1.14  1.03

Q: The highest DFT total energy belongs to which entry?
A: C3H8

Q: Among the records above, which one has the highest DFT total energy?
A: C3H8